The following is a DFT calculation (ωB97M-V/def2-TZVPD) of C23H27BrN4O4 in the gas phase at a distorted geometry.

```
59
Properties=species:S:1:pos:R:3:forces:R:3:nbo_charge:R:1
N 3.716 -4.572 0.345 0.2 -0.5 0.2 -0.81
C 3.426 -3.656 -0.604 -0.5 -0.2 -0.1 0.69
O 4.249 -3.227 -1.382 0.2 0.2 -0.2 -0.62
C 1.965 -3.220 -0.637 0.2 0.2 0.2 -0.51
H 1.316 -4.062 -0.397 -0.1 0.0 0.0 0.22
H 1.747 -2.858 -1.643 0.0 -0.1 0.0 0.23
C 1.762 -2.079 0.378 0.0 -0.1 0.1 -0.05
N 2.822 -1.098 0.239 -0.3 0.0 0.0 -0.62
C 3.965 -1.210 0.961 0.0 0.2 0.0 0.67
O 4.096 -2.024 1.856 0.2 -0.1 0.2 -0.63
C 5.033 -0.239 0.595 0.3 0.1 0.0 -0.08
C 6.357 -0.639 0.747 -0.2 0.0 0.0 -0.16
C 7.393 0.213 0.419 0.0 0.1 0.0 -0.24
C 7.093 1.482 -0.049 0.1 0.2 0.0 -0.06
C 5.783 1.909 -0.186 0.2 0.1 -0.1 -0.24
C 4.753 1.043 0.132 0.0 -0.2 0.1 -0.19
H 3.733 1.387 0.045 -0.1 0.0 0.0 0.22
H 5.571 2.908 -0.537 0.0 0.1 0.0 0.23
Br 8.509 2.669 -0.502 -0.1 -0.1 0.0 0.06
H 8.420 -0.099 0.526 0.1 0.0 0.0 0.23
H 6.560 -1.630 1.123 0.0 -0.1 0.0 0.23
H 2.843 -0.577 -0.624 0.1 0.0 0.0 0.41
C 0.421 -1.392 0.271 -0.1 0.0 -0.1 -0.11
C 0.252 -0.147 0.846 -0.2 0.1 0.0 -0.15
C -0.957 0.536 0.777 0.2 -1.3 -0.3 -0.05
C -2.121 -0.057 0.229 0.3 0.0 0.2 0.31
N -3.373 0.455 0.380 -0.2 0.1 -0.1 -0.43
C -3.731 1.345 1.468 0.0 0.5 0.3 -0.20
H -4.569 0.882 2.006 0.1 0.0 0.0 0.19
C -4.137 2.772 1.075 -0.1 -0.1 0.0 -0.41
C -5.228 2.880 0.010 0.2 0.1 0.1 -0.40
H -6.062 2.220 0.257 -0.1 0.0 0.0 0.19
H -5.615 3.899 0.057 -0.1 0.0 0.0 0.21
C -4.726 2.612 -1.421 -0.3 0.0 -0.1 -0.42
H -4.983 3.471 -2.042 0.1 0.0 0.0 0.21
H -3.638 2.539 -1.415 0.1 0.1 -0.1 0.21
C -5.312 1.364 -2.087 0.3 0.0 -0.1 -0.39
C -4.563 0.073 -1.762 -0.3 0.0 0.1 -0.41
H -3.550 0.139 -2.163 0.0 -0.1 0.0 0.21
H -5.067 -0.758 -2.260 0.1 -0.1 0.0 0.21
C -4.489 -0.218 -0.259 0.0 -0.2 -0.4 -0.22
H -5.410 0.125 0.210 0.1 0.0 0.1 0.21
H -4.425 -1.298 -0.080 0.0 0.1 0.1 0.20
H -6.362 1.258 -1.805 -0.1 0.0 0.0 0.19
H -5.282 1.497 -3.171 -0.1 0.0 0.0 0.21
H -3.266 3.321 0.721 -0.2 0.0 0.2 0.23
H -4.482 3.253 1.992 0.0 0.0 0.1 0.21
H -2.901 1.402 2.178 -0.1 -0.1 0.0 0.21
C -1.891 -1.282 -0.436 -0.2 0.1 0.0 -0.32
C -0.672 -1.919 -0.416 0.3 0.1 0.2 -0.10
H -0.583 -2.858 -0.939 0.0 -0.1 -0.1 0.21
H -2.685 -1.758 -0.983 -0.2 0.0 0.0 0.22
N -0.865 1.918 1.131 0.2 0.7 0.1 0.52
O -0.214 2.224 2.112 0.0 0.1 0.2 -0.38
O -1.366 2.720 0.363 0.1 0.0 -0.1 -0.39
H 1.081 0.346 1.332 0.0 0.0 0.0 0.25
H 1.880 -2.481 1.395 0.0 0.1 -0.2 0.24
H 3.090 -4.727 1.117 0.0 0.1 0.0 0.39
H 4.690 -4.773 0.509 0.0 0.1 0.0 0.40
```
Positions in Å, forces in eV/Å.

SMILES = NC(=O)C[C@@H](NC(=O)c1ccc(Br)cc1)c1ccc(N2CCCCCCC2)c([N+](=O)[O-])c1
frontier orbital gap = 8.0 eV
energy relative to the best compared isomer or geometry (same formula, charge and spin) = 3.301 eV
charge = 0

The following is a DFT calculation (ωB97M-V/def2-TZVPD) of C6H12 in the gas phase.

```
18
Properties=species:S:1:pos:R:3:forces:R:3:nbo_charge:R:1
C -0.344 -1.024 1.391 0.0 0.0 0.0 -0.62
C 0.260 0.295 0.917 -0.1 0.0 0.1 -0.21
C 1.649 0.070 0.274 0.4 0.1 -0.3 -0.40
C 0.951 -0.044 -1.107 0.0 -0.1 -0.1 -0.40
C -0.222 0.740 -0.484 -0.1 0.1 -0.1 -0.20
C -1.632 0.467 -0.952 -0.1 0.0 0.0 -0.61
H -1.423 -0.936 1.561 0.1 0.0 0.0 0.21
H -0.189 -1.821 0.653 0.0 0.1 0.1 0.20
H 0.119 -1.354 2.329 0.0 0.1 -0.1 0.21
H 0.154 1.051 1.706 0.2 -0.1 -0.1 0.20
H 2.282 0.959 0.197 -0.1 0.0 0.6 0.20
H 2.242 -0.757 0.676 -0.1 0.0 -0.2 0.20
H 0.688 -1.071 -1.377 -0.1 0.1 0.1 0.20
H 1.431 0.427 -1.970 0.1 -0.1 0.2 0.20
H 0.005 1.810 -0.577 -0.1 -0.1 0.0 0.20
H -1.844 -0.608 -0.937 0.0 0.1 0.0 0.20
H -2.370 0.974 -0.320 0.1 -0.1 -0.1 0.21
H -1.758 0.823 -1.980 -0.1 -0.1 0.1 0.21
```
Positions in Å, forces in eV/Å.

SMILES = C[C@@H]1CC[C@@H]1C
frontier orbital gap = 11.6 eV
energy relative to the best compared isomer or geometry (same formula, charge and spin) = 0.922 eV
charge = 0

The following is a DFT calculation (ωB97M-V/def2-TZVPD) of a molecular structure, C3H3NiO2 at a distorted geometry.

```
9
Properties=species:S:1:pos:R:3:forces:R:3:lowdin_spin:R:1
O -0.498 -0.408 -0.048 4.4 -0.7 -1.7 0.37
C -2.388 1.310 1.064 -0.8 0.3 2.3 0.02
O -2.606 1.933 1.988 0.4 -0.5 -1.8 0.00
Ni -1.912 -0.787 0.978 -1.0 0.6 0.4 1.00
C 0.823 -0.277 -0.142 -3.8 1.9 2.6 0.12
C 1.552 -0.557 -1.233 1.0 -1.4 -1.9 0.44
H 1.276 0.290 0.685 0.0 -0.6 -0.1 0.00
H 2.634 -0.433 -1.198 -0.3 0.1 -0.1 0.02
H 1.121 -1.071 -2.095 0.0 0.3 0.2 0.02
```
Positions in Å, forces in eV/Å.

frontier orbital gap (alpha / beta) = 9.8 / 7.0 eV
spin multiplicity = 3
energy relative to the best compared isomer or geometry (same formula, charge and spin) = 0.203 eV
charge = +1

The following is a DFT calculation (ωB97M-V/def2-TZVPD) of C2HBrF3NO in the gas phase at a distorted geometry.

```
9
Properties=species:S:1:pos:R:3:forces:R:3:nbo_charge:R:1
C 0.694 0.005 -0.504 -4.9 -0.5 1.9 -0.30
C -0.796 -0.591 0.396 4.5 2.1 -0.7 1.00
N 1.292 1.120 0.193 -0.3 2.4 0.9 0.12
O 0.565 2.060 0.459 0.9 -1.8 -0.8 -0.22
F -0.598 -0.098 1.613 -0.2 -0.4 1.0 -0.33
F -1.918 -0.131 -0.027 -1.3 -0.3 -0.9 -0.29
F -0.709 -1.913 0.431 -0.6 0.0 -0.2 -0.31
Br 0.202 0.378 -2.269 0.2 0.0 -0.6 0.12
H 1.266 -0.831 -0.292 1.6 -1.5 -0.6 0.22
```
Positions in Å, forces in eV/Å.

SMILES = O=N[C@H](Br)C(F)(F)F
frontier orbital gap (alpha / beta) = 8.6 / 8.6 eV
energy relative to the best compared isomer or geometry (same formula, charge and spin) = 2.919 eV
charge = 0

The following is a DFT calculation (ωB97M-V/def2-TZVPD) of 2 unconnected molecules or ions with the total composition C17H31ClN3O8PS at a distorted geometry.

```
62
Properties=species:S:1:pos:R:3:forces:R:3:nbo_charge:R:1
C -2.541 -2.128 -3.257 0.4 0.4 1.2 -0.65
C -1.916 -0.590 -3.167 -0.5 -0.6 -1.0 -0.08
O -1.730 -0.166 -1.743 1.0 0.4 -1.8 -0.57
C -0.642 0.839 -1.670 -0.3 1.1 -1.2 -0.08
C -0.504 1.585 -0.215 0.2 -0.4 0.3 -0.43
C 0.833 1.136 0.653 -0.6 0.8 -0.5 -0.42
C 2.189 1.566 -0.172 -0.1 1.0 0.3 -0.42
C 3.595 0.987 0.459 0.0 1.3 -1.2 -0.45
C 3.785 -0.631 0.406 1.0 0.0 -1.4 -0.12
C 2.783 -1.228 -0.795 -8.0 -4.3 -1.5 0.25
N 1.739 -1.795 -1.348 9.8 5.3 4.7 -0.28
C 5.314 -0.885 -0.232 -1.3 2.3 -1.8 -0.12
O 5.588 -2.301 -0.528 -1.6 1.6 1.5 -0.42
N 6.897 -2.489 -0.188 3.8 1.4 -4.2 0.41
O 7.594 -1.981 -1.082 -1.9 -2.0 3.7 -0.27
C 3.637 -1.427 1.832 2.5 -2.6 0.8 -0.44
C 5.119 -1.650 2.581 9.2 1.4 0.8 0.24
N 6.389 -1.605 2.924 -11.9 -0.5 -3.0 -0.30
C 3.099 -2.991 1.578 0.1 -0.5 2.0 -0.45
C 1.471 -3.150 1.655 -0.5 -0.7 -0.3 -0.10
O 1.017 -4.134 0.638 1.5 0.1 1.1 -0.72
P 2.563 -0.564 3.154 -0.6 2.3 1.3 1.14
O 3.587 0.644 3.961 -1.4 -1.3 -1.2 -0.98
Cl 2.097 -1.904 4.792 1.1 0.6 -1.2 -0.30
H -2.039 -2.733 -2.380 -1.0 1.1 -1.8 0.23
H -2.298 -2.666 -4.271 -0.5 1.3 1.9 0.22
H -3.706 -2.106 -3.068 2.4 0.0 -0.5 0.21
H -2.704 0.096 -3.737 1.8 -1.0 1.4 0.17
H -0.892 -0.528 -3.774 -2.1 -0.2 1.5 0.18
H -0.932 1.680 -2.466 0.7 -1.6 1.6 0.17
H 0.334 0.324 -2.061 -1.6 1.0 1.0 0.19
H -1.444 1.335 0.436 1.7 0.5 -1.4 0.24
H -0.463 2.761 -0.360 -0.1 -2.5 0.2 0.22
H 0.781 1.777 1.658 0.3 -1.6 -2.0 0.21
H 0.757 -0.005 0.914 0.3 2.2 -0.6 0.22
H 2.096 1.407 -1.352 0.3 -0.1 2.7 0.23
H 2.263 2.753 -0.052 -0.1 -2.5 -0.3 0.22
H 3.728 1.489 1.506 -0.1 -1.5 -1.7 0.25
H 4.451 1.464 -0.226 -1.7 -1.1 1.5 0.23
H 5.269 -0.341 -1.295 0.1 -1.1 2.3 0.22
H 6.154 -0.329 0.365 -1.7 -1.5 -0.7 0.25
H 3.534 -3.599 2.509 -0.9 1.3 -2.0 0.25
H 3.576 -3.489 0.631 -1.1 1.4 1.6 0.27
H 0.877 -2.157 1.432 1.3 -2.0 0.3 0.20
H 1.116 -3.562 2.706 1.0 1.1 -2.0 0.20
H 1.645 -4.915 0.649 -1.1 1.4 0.1 0.46
H 3.049 1.459 4.184 0.5 -1.6 -0.5 0.51
O -4.187 3.598 -0.665 -0.6 -0.5 0.8 -0.93
S -5.254 3.267 0.256 -0.4 -0.3 -0.1 2.35
O -4.998 2.629 1.530 0.1 0.5 -1.2 -0.92
O -6.394 2.414 -0.537 0.4 1.3 0.7 -0.71
C -6.006 1.228 -1.215 0.4 -1.1 -0.4 -0.08
C -5.767 0.086 -0.245 0.2 0.0 0.3 -0.64
C -6.223 4.725 0.550 -0.2 0.0 -0.1 -0.88
H -5.125 1.409 -1.840 0.0 0.1 0.1 0.20
H -6.828 0.958 -1.888 0.0 0.4 0.2 0.19
H -4.900 0.285 0.391 -0.1 -0.1 -0.1 0.23
H -5.582 -0.848 -0.782 -0.1 0.1 0.0 0.22
H -6.629 -0.047 0.416 0.1 0.0 -0.2 0.21
H -6.455 5.197 -0.405 0.1 -0.1 0.1 0.25
H -5.630 5.402 1.169 0.0 -0.2 -0.1 0.25
H -7.135 4.443 1.079 0.2 0.0 -0.1 0.25
```
Positions in Å, forces in eV/Å.

SMILES = CCOCCCCC[C@@](C#N)(CON=O)[C@](C#N)(CCO)P(O)Cl.CCOS(C)(=O)=O
frontier orbital gap = 8.6 eV
charge = 0

The following is a DFT calculation (ωB97M-V/def2-TZVPD) of a molecular structure, C14H20AlBF7INO6 at a distorted geometry.

```
51
Properties=species:S:1:pos:R:3:forces:R:3:nbo_charge:R:1
C 4.246 -1.760 2.592 0.1 0.5 -0.1 -0.61
C 3.869 -0.390 1.900 -0.5 -1.8 0.4 -0.40
C 2.525 -0.628 1.147 0.7 0.3 -0.6 -0.38
C 2.156 0.487 0.113 -0.7 -1.3 0.1 -0.41
C 1.105 -0.140 -0.903 1.0 1.0 -0.4 -0.41
C -0.076 0.830 -1.232 0.5 -0.4 0.5 -0.41
C -1.559 0.290 -1.016 -0.1 0.4 -1.5 -0.13
C -2.293 1.405 -0.224 -0.1 0.7 -0.7 -0.10
O -1.852 1.484 1.153 -1.0 0.1 -0.4 -0.50
C -2.522 2.430 1.849 1.4 -0.3 1.5 1.17
F -2.100 2.352 3.139 -0.4 0.0 -0.9 -0.32
F -2.221 3.680 1.429 -0.9 -0.6 0.0 -0.32
F -3.866 2.233 1.885 0.6 0.5 -0.5 -0.34
C -2.194 0.386 -2.468 -0.3 0.0 -0.1 0.81
O -2.418 1.379 -3.091 0.0 -0.4 0.4 -0.54
O -2.471 -0.865 -3.039 0.3 0.2 1.5 -0.54
C -1.988 -1.869 -2.157 -0.5 0.2 -0.6 0.40
I -0.103 -2.534 -3.114 0.2 0.2 0.1 0.08
N -2.825 -3.093 -2.221 1.5 0.3 0.3 -0.61
C -2.274 -4.062 -1.678 -1.5 0.3 1.5 0.89
O -1.965 -4.933 -0.967 0.1 0.3 -1.3 -0.46
C -1.863 -1.206 -0.741 0.0 -1.2 0.3 -0.69
B -3.138 -1.400 0.257 -0.8 -0.5 0.5 1.21
O -2.963 -1.116 1.608 0.3 0.3 -1.3 -0.90
O -4.395 -1.886 -0.123 0.8 1.5 0.0 -0.74
C -5.036 -1.141 -1.171 -1.3 -0.7 -0.6 -0.27
H 5.046 -1.578 3.339 -0.5 -0.3 -0.3 0.20
H 4.632 -2.499 1.854 -0.2 0.5 0.3 0.19
H 3.361 -2.232 3.072 0.5 0.4 -0.1 0.19
H 4.683 -0.179 1.183 -0.6 0.5 0.4 0.24
H 3.773 0.381 2.692 0.2 -0.2 -0.7 0.21
H 2.653 -1.582 0.575 -0.1 0.6 0.3 0.18
H 1.672 -0.811 1.843 0.6 0.2 -0.3 0.19
H 3.051 0.799 -0.460 -0.5 0.1 0.7 0.26
H 1.708 1.337 0.667 0.4 -0.2 -0.4 0.19
H 0.817 -1.153 -0.567 -0.2 0.7 -0.1 0.20
H 1.678 -0.285 -1.849 -0.5 -0.2 0.6 0.22
H 0.012 1.214 -2.269 -0.1 -0.3 0.6 0.23
H 0.053 1.722 -0.580 -0.2 -0.6 -0.4 0.23
H -3.405 1.377 -0.318 0.7 -0.4 0.4 0.19
H -1.996 2.369 -0.698 -0.3 -0.7 0.1 0.23
H -1.115 -1.862 -0.239 0.1 1.1 0.1 0.28
H -3.715 -0.611 1.952 0.0 -0.6 0.1 0.50
H -6.133 -1.267 -1.020 0.8 0.1 0.0 0.20
H -4.844 -0.049 -1.139 0.2 -0.6 0.0 0.17
H -4.828 -1.571 -2.176 0.2 0.5 0.7 0.20
F 5.202 3.873 1.760 0.3 -0.4 -0.9 -0.79
Al 5.825 3.312 0.243 0.1 0.2 0.0 2.18
F 5.500 4.487 -0.989 0.2 -0.7 0.7 -0.79
F 5.055 1.811 -0.178 0.4 0.8 0.2 -0.80
F 7.535 3.064 0.374 -1.0 0.1 -0.1 -0.79
```
Positions in Å, forces in eV/Å.

frontier orbital gap = 9.2 eV
charge = -1

The following is a DFT calculation (ωB97M-V/def2-TZVPD) of a molecular structure, C4H4N2O at a distorted geometry.

```
11
Properties=species:S:1:pos:R:3:forces:R:3:nbo_charge:R:1
N -1.994 0.960 -1.078 1.2 -0.2 0.3 -0.73
C -0.926 0.507 -0.563 0.3 -0.6 0.6 0.38
C 0.970 1.026 -0.866 -3.3 -1.8 1.4 0.14
N 1.814 0.411 -0.206 -0.3 0.6 -0.6 -0.39
C 1.418 -0.599 0.698 -0.2 0.0 0.0 -0.17
C 0.152 -0.974 0.919 0.3 -0.2 0.2 0.17
O -0.991 -0.506 0.369 -0.1 -0.2 0.2 -0.50
H -2.837 0.485 -0.711 0.5 0.2 -0.2 0.36
H 0.243 1.543 -1.427 1.7 2.0 -1.7 0.31
H 2.221 -1.090 1.238 -0.2 0.1 -0.1 0.22
H -0.072 -1.761 1.628 0.1 0.0 0.0 0.20
```
Positions in Å, forces in eV/Å.

frontier orbital gap = 9.2 eV
energy relative to the best compared isomer or geometry (same formula, charge and spin) = 4.905 eV
charge = 0

> What is the formula in the fifth record?

C17H31ClN3O8PS

> charge of number 7 (C4H4N2O)?

0

> Among the records above, which one has the highest charge?

C3H3NiO2